Molecular formula: C20H31F4IN7O13
Method: DFT, the ωB97M-V functional and the def2-TZVPD basis

Cartesian coordinates (Å):
C  4.57691  1.09321  3.34844
C  3.47547  1.70360  2.91983
O  2.17553  1.17420  3.02350
C  1.81754  0.33803  2.04635
O  2.56424  -0.10097  1.23127
C  0.38831  -0.09055  2.00151
C  -0.27370  -0.53186  3.13985
C  -1.58145  -0.93153  3.05051
C  -2.42059  -1.42356  4.21828
F  -1.72540  -1.48673  5.34149
F  -2.87201  -2.64983  3.84121
C  -3.68162  -0.49406  4.36889
F  -4.72764  -1.06112  3.73131
F  -3.97647  -0.32475  5.66144
N  -2.20542  -0.91766  1.85992
C  -1.61536  -0.49171  0.72677
C  -2.46507  -0.54385  -0.51044
C  -2.64532  -2.04120  -0.83679
O  -1.67933  -2.71430  -0.96229
I  -4.58932  -2.85957  -1.00254
C  -0.28544  -0.04704  0.76136
N  0.37022  0.43324  -0.36371
C  0.48602  1.91850  -0.41469
C  -0.77271  2.69801  -0.01399
C  -0.76689  3.20424  1.44697
H  5.32599  1.61044  3.93116
H  4.75123  0.03623  3.17785
H  3.55277  2.67482  2.44404
H  0.23591  -0.56368  4.09109
H  -3.51658  0.48937  3.92107
H  -3.17720  -1.22169  1.82083
H  -1.98278  -0.05222  -1.34463
H  -3.42801  -0.08753  -0.28794
H  -0.01546  0.05592  -1.21600
H  0.77483  2.20436  -1.42623
H  1.29828  2.21431  0.25120
H  -0.78085  3.59472  -0.63410
H  -1.70371  2.17526  -0.23358
H  -1.24648  4.17161  1.54550
H  0.22432  3.16829  1.89058
H  -1.38238  2.51272  2.03751
C  2.74161  -3.02007  -0.85584
N  2.39496  -2.92949  -2.30153
O  2.12663  -1.83499  -2.75441
O  2.39870  -3.96699  -2.92697
H  2.69311  -2.02395  -0.42804
H  2.01550  -3.68266  -0.39259
H  3.74361  -3.43090  -0.78011
C  1.64493  5.00651  -4.24447
N  1.30843  4.26514  -2.99959
O  1.57275  4.77826  -1.93714
O  0.78000  3.17351  -3.13005
H  2.10332  5.94796  -3.96740
H  2.33067  4.38791  -4.81546
H  0.71884  5.16429  -4.78888
C  -0.46804  -6.18587  -2.24200
N  0.01147  -7.39738  -1.52246
O  1.05935  -7.31214  -0.91710
O  -0.68638  -8.38451  -1.59190
H  0.25210  -5.38978  -2.09278
H  -0.55285  -6.43968  -3.29420
H  -1.43587  -5.92401  -1.82373
C  -3.51391  -3.65063  -5.10997
N  -4.75232  -2.83064  -5.22876
O  -5.46076  -2.72447  -4.24460
O  -4.96822  -2.32509  -6.30402
H  -3.45310  -4.03812  -4.09909
H  -3.58663  -4.45618  -5.83408
H  -2.67163  -3.00295  -5.33483
C  3.65887  6.27537  3.02579
N  3.50573  5.45067  1.79530
O  2.58181  4.65631  1.75346
O  4.31292  5.62429  0.91409
H  2.86945  6.00971  3.71848
H  4.63756  6.05758  3.44256
H  3.58698  7.31727  2.72956

Values from the calculation:
- total energy (hartree) = -2838.476991
- 2S+1 = 1
- total charge = +1

Mulliken atomic charge list, values in e, 2 entries: C -0.84; C 0.15

Molecular formula: C20H31HfO2
Method: DFT, the ωB97M-V functional and the def2-TZVPD basis

Cartesian coordinates (Å):
O  0.25909  -1.22387  0.86819
C  -0.94413  -1.98685  1.24782
C  -0.10805  -3.21917  1.48368
H  -1.63578  -1.96274  0.36947
H  -1.36736  -1.54667  2.14906
C  1.07098  -2.46693  0.83457
H  -0.53249  -4.05393  0.88713
H  0.00577  -3.48506  2.53767
C  1.32505  -3.00242  -0.56406
H  0.55187  -2.72362  -1.29080
H  1.34282  -4.10909  -0.53560
H  2.28000  -2.66626  -1.00613
C  2.33558  -2.23386  1.64439
H  2.05321  -1.98767  2.67420
H  2.89837  -1.37240  1.27367
H  2.98428  -3.10804  1.58535
Hf  0.46499  1.29723  0.22552
C  0.90387  2.39683  2.27373
C  -0.43752  2.94152  2.17009
C  -1.35225  1.94504  2.60106
H  -0.65453  3.99384  1.97982
C  -0.62954  0.77346  2.91405
C  0.76951  1.01928  2.69256
H  1.57950  0.43169  3.10432
H  1.80947  2.98956  2.34067
H  -2.42576  2.06997  2.70097
H  -1.04198  -0.11135  3.40707
C  2.45523  2.65911  0.00084
C  2.89041  1.39298  0.45577
C  2.58747  0.42670  -0.56634
H  3.47987  1.20756  1.35291
C  1.93510  1.11393  -1.65192
C  1.87756  2.49278  -1.31434
H  1.52959  3.30029  -1.95079
H  2.57760  3.61632  0.50267
H  3.03355  -0.56713  -0.62761
H  1.68193  0.66284  -2.60949
O  -1.28586  -0.24557  -1.47174
C  -1.54444  -1.56700  -2.12722
C  -2.89905  -1.55016  -2.87333
H  -1.50696  -2.38732  -1.37749
H  -0.75020  -1.71993  -2.88984
C  -3.34218  -0.07897  -2.82894
H  -3.66207  -2.16088  -2.35423
H  -2.74548  -1.94413  -3.88350
C  -2.28584  0.68496  -2.00447
H  -4.32835  -0.02126  -2.33496
H  -3.44438  0.40159  -3.82211
H  -2.73420  1.23896  -1.18218
H  -1.74712  1.40096  -2.62330
C  -0.61603  3.02690  -0.46831
H  -0.52805  3.15455  -1.56980
H  -1.69471  2.82404  -0.29381
H  -0.43833  4.03937  -0.05496

Values from the calculation:
- 2S+1 = 1
- total charge = +1
- relative energy (zero: lowest compared OMol25 entry of this formula, charge and spin) (kcal/mol) = 24.83

Mulliken atomic charge list, values in e, 2 entries: O -0.35; C -0.26

Molecular formula: C20H31N3O
Method: DFT, the ωB97M-V functional and the def2-TZVPD basis

Cartesian coordinates (Å):
C  -3.25146  -5.39087  -0.24402
C  -3.03274  -3.93885  0.18570
C  -4.37766  -3.21610  0.25217
C  -2.37431  -3.90160  1.56482
C  -2.10618  -3.25321  -0.84347
N  -1.85048  -1.86311  -0.50720
C  -2.47007  -0.90142  -1.39770
C  -2.36802  0.50353  -0.80570
N  -0.97958  0.81352  -0.54825
C  -0.74402  2.19206  -0.15222
C  0.72478  2.47324  -0.15353
C  1.59482  2.19572  -1.16877
N  2.86768  2.53865  -0.80800
C  2.84913  3.04519  0.45810
C  3.88123  3.52523  1.25428
C  3.55782  3.98105  2.51370
C  2.23837  3.96177  2.97510
C  1.21089  3.48956  2.19083
C  1.50567  3.02062  0.91027
C  -0.45589  -0.13703  0.41022
C  -0.46455  -1.52846  -0.22535
C  0.46205  -1.54781  -1.45896
C  1.93861  -1.64337  -1.08193
O  2.78946  -1.53320  -2.20209
H  -2.30449  -5.92423  -0.29694
H  -3.89270  -5.90393  0.46893
H  -3.72451  -5.43536  -1.22295
H  -5.03378  -3.70505  0.96918
H  -4.86808  -3.22368  -0.71913
H  -4.22990  -2.18649  0.56425
H  -3.02276  -4.35928  2.30857
H  -1.42978  -4.44158  1.55543
H  -2.18369  -2.87191  1.85353
H  -2.56203  -3.33191  -1.83821
H  -1.16541  -3.81269  -0.87121
H  -3.52333  -1.16291  -1.51343
H  -2.00651  -0.90189  -2.39861
H  -2.77085  1.22745  -1.51875
H  -2.97248  0.55014  0.11947
H  -1.24907  2.83481  -0.88194
H  -1.16513  2.41498  0.84356
H  1.39379  1.76452  -2.12938
H  3.68719  2.40109  -1.37419
H  4.90031  3.53891  0.89581
H  4.33556  4.36096  3.15973
H  2.02812  4.32777  3.96961
H  0.19531  3.48141  2.55861
H  0.56028  0.15209  0.67825
H  -1.06599  -0.15922  1.33142
H  -0.09706  -2.25531  0.50788
H  0.20215  -2.39962  -2.09578
H  0.30453  -0.62843  -2.02327
H  2.22137  -0.81584  -0.42882
H  2.13204  -2.58722  -0.54876
H  2.54285  -2.21070  -2.84191

Values from the calculation:
- SMILES = CC(C)(C)CN1CCN(Cc2c[nH]c3ccccc23)C[C@@H]1CCO
- 2S+1 = 1
- relative energy (zero: lowest compared OMol25 entry of this formula, charge and spin) (kcal/mol) = 19.55

Mulliken atomic charge list, values in e, 2 entries: C -1.90; C 2.48

Molecular formula: C20H31N3O5S
Method: DFT, the ωB97M-V functional and the def2-TZVPD basis

Cartesian coordinates (Å):
C  2.78836  5.87777  3.31478
C  2.87284  4.49408  3.93014
O  2.52853  3.53903  2.92973
C  2.50901  2.25196  3.30870
O  2.76546  1.88828  4.43463
C  2.14403  1.40397  2.18274
S  1.82864  2.19216  0.65237
C  1.51625  0.66783  -0.05702
N  1.18858  0.54562  -1.37330
C  0.98799  1.63820  -2.16976
O  1.17742  2.75658  -1.73520
C  0.58799  1.33284  -3.59236
C  -0.49831  0.26369  -3.77056
N  -1.81978  0.79274  -3.49156
C  -2.89790  -0.04648  -3.97992
C  -3.13250  -1.29120  -3.11624
N  -3.42653  -0.88979  -1.75170
C  -3.76989  -2.02204  -0.90925
C  -4.49507  -1.58799  0.35978
C  -2.32074  -0.11124  -1.21916
C  -2.08980  1.11851  -2.10353
C  1.63404  -0.39871  0.83056
C  1.36518  -1.75649  0.37560
O  1.00451  -2.02494  -0.76414
O  1.54078  -2.69347  1.30248
C  1.30000  -4.04345  0.90761
C  1.80970  -4.95701  2.00593
C  2.00480  0.03895  2.13583
C  2.21428  -0.86321  3.29953
H  1.78011  6.06510  2.95596
H  3.04886  6.62564  4.05810
H  3.47278  5.95405  2.47443
H  2.18200  4.38704  4.77465
H  3.88483  4.27778  4.29230
H  1.03113  -0.42053  -1.67271
H  1.49141  0.99922  -4.10970
H  0.25368  2.26378  -4.05145
H  -0.49899  -0.03057  -4.82435
H  -0.24908  -0.63475  -3.18371
H  -2.68892  -0.34108  -5.01052
H  -3.80791  0.55940  -3.96767
H  -3.99060  -1.84200  -3.50934
H  -2.24922  -1.95537  -3.16485
H  -2.87537  -2.61693  -0.64663
H  -4.43840  -2.66553  -1.48792
H  -3.82708  -1.07886  1.04922
H  -5.30783  -0.91478  0.10159
H  -4.90528  -2.45920  0.86455
H  -2.57612  0.22565  -0.21383
H  -1.40040  -0.72110  -1.14954
H  -1.28018  1.72803  -1.70337
H  -3.00279  1.72083  -2.09446
H  1.81177  -4.23337  -0.04269
H  0.22392  -4.17766  0.74640
H  1.63088  -5.99247  1.73172
H  1.29748  -4.74204  2.93967
H  2.87594  -4.80749  2.15288
H  3.00616  -1.57645  3.07945
H  2.48140  -0.28128  4.17555
H  1.30798  -1.43126  3.49954

Values from the calculation:
- SMILES = CCOC(=O)c1sc(NC(=O)CCN2CCN(CC)CC2)c(C(=O)OCC)c1C
- 2S+1 = 1
- relative energy (zero: lowest compared OMol25 entry of this formula, charge and spin) (kcal/mol) = 1.59

Mulliken atomic charge list, values in e, 2 entries: C -1.24; C -0.26